Entry 1:
DFT (the ωB97M-V functional and the def2-TZVPD basis) results for a 13-piece molecular cluster, C32H70Cl20O6 overall at a distorted geometry.

```
! RIJCOSX wB97M-V def2-TZVPD def2/J DEFGRID3
* xyz 0 1
C -4.2722 -9.6467 -0.7343
O -4.1367 -8.3107 -0.3848
C -3.0388 -8.1319 0.5344
C -2.9218 -6.6879 0.9268
O -2.4722 -5.8844 -0.1560
C -2.2279 -4.4623 0.1072
H -4.9517 -10.1304 -0.0325
H -3.3329 -10.1988 -0.7661
H -4.7132 -9.7860 -1.7213
H -2.1222 -8.5646 0.1334
H -3.2340 -8.5678 1.5142
H -2.2710 -6.6668 1.8010
H -3.8291 -6.2487 1.3415
H -1.3228 -4.2920 0.6903
H -3.0432 -4.0456 0.6986
H -2.1412 -3.8712 -0.8045
C 2.3752 3.6126 1.6225
O 3.6343 4.2340 1.3509
C 3.8310 4.7088 0.0537
C 5.2661 5.2821 -0.1403
O 6.0768 4.1135 -0.2813
C 7.4766 4.3041 -0.2880
H 2.2774 2.7220 1.0017
H 1.5406 4.2995 1.4823
H 2.4297 3.2444 2.6470
H 3.1704 5.5191 -0.2545
H 3.6593 3.9194 -0.6781
H 5.5380 5.9095 0.7086
H 5.3132 6.0022 -0.9572
H 7.9021 4.6608 0.6500
H 7.8602 4.8954 -1.1193
H 7.9667 3.3419 -0.4370
C 2.1963 0.9641 -1.5612
O 1.3685 0.7655 -0.3858
C -0.0407 0.8872 -0.6623
C -0.7612 0.8854 0.6765
O -0.6902 -0.2834 1.4247
C -1.6323 -1.2446 0.9450
H 2.2587 2.0187 -1.8294
H 1.8542 0.3872 -2.4204
H 3.2163 0.6903 -1.2912
H -0.4039 0.0265 -1.2239
H -0.3298 1.6926 -1.3376
H -1.7664 1.3025 0.6158
H -0.2111 1.5617 1.3308
H -2.6327 -0.8131 0.9763
H -1.5020 -1.9874 1.7320
H -1.3281 -1.5527 -0.0553
Cl 5.3417 0.5346 -3.3990
C 6.3425 1.4987 -2.2218
C 6.3661 0.8548 -0.8176
Cl 6.8304 -0.8100 -0.8791
H 5.9431 2.5107 -2.2869
H 7.3632 1.4764 -2.6036
H 5.4417 0.9507 -0.2481
H 7.1438 1.3968 -0.2794
Cl 5.9710 -3.6381 -4.0481
C 4.5264 -2.9214 -3.3074
C 3.3866 -3.0405 -4.3827
Cl 1.9417 -2.1914 -3.7357
H 4.7040 -1.8879 -3.0101
H 4.3830 -3.4562 -2.3685
H 3.1432 -4.0836 -4.5847
H 3.7017 -2.5631 -5.3106
Cl 0.0818 1.9240 -4.3909
C 0.9685 3.0633 -5.3763
C 2.3060 3.4956 -4.6688
Cl 2.0009 4.3690 -3.1265
H 0.3333 3.9489 -5.3905
H 1.0936 2.7254 -6.4050
H 2.8178 4.1966 -5.3282
H 2.9250 2.6149 -4.4978
Cl -3.4004 -5.5204 4.0916
C -1.6954 -5.4495 4.7956
C -1.2759 -4.2400 5.4564
Cl -1.3781 -2.8224 4.3861
H -1.0832 -5.7333 3.9395
H -1.5697 -6.3306 5.4249
H -0.2332 -4.2474 5.7739
H -1.9182 -4.0299 6.3117
Cl -3.9039 -0.3061 -5.2648
C -2.4026 -1.2179 -4.8202
C -2.0237 -0.8441 -3.4000
Cl -3.3090 -1.2737 -2.2248
H -1.5966 -0.8450 -5.4522
H -2.5327 -2.2699 -5.0743
H -1.8393 0.2299 -3.4229
H -1.1062 -1.2961 -3.0231
Cl -1.6389 3.5734 4.0092
C -1.9319 1.8578 4.4365
C -0.7846 1.3802 5.2731
Cl -1.1346 1.7060 7.0766
H -2.0053 1.2997 3.5031
H -2.9376 1.7168 4.8325
H 0.1921 1.7734 4.9913
H -0.8045 0.2907 5.2442
Cl -7.4777 0.6295 4.3641
C -6.8843 -1.0099 4.1048
C -6.1409 -1.1477 2.7578
Cl -4.5562 -0.2934 2.8794
H -7.7595 -1.6594 4.0875
H -6.3702 -1.3454 5.0055
H -6.6346 -0.6964 1.8971
H -5.8707 -2.1673 2.4826
Cl -6.7200 4.6768 0.8667
C -4.9718 4.7744 0.3077
C -4.0779 3.7140 1.0649
Cl -2.3361 4.0796 0.6542
H -4.5432 5.7442 0.5605
H -4.8474 4.6293 -0.7654
H -4.4479 2.7361 0.7570
H -4.3052 3.9004 2.1145
Cl 4.0358 -2.2302 0.6210
C 3.3456 -1.2226 1.9129
C 1.8264 -1.4565 2.0873
Cl 1.6455 -3.0447 2.8566
H 3.4730 -0.2366 1.4659
H 3.9356 -1.2147 2.8294
H 1.3612 -1.4745 1.1017
H 1.3528 -0.6843 2.6935
Cl -2.0174 5.0636 -4.1592
C -1.6047 5.0011 -2.4485
C -1.1469 6.3894 -1.9299
Cl -2.3344 7.7123 -2.2841
H -0.8432 4.2240 -2.3827
H -2.5024 4.6016 -1.9766
H -0.1849 6.7239 -2.3181
H -1.0239 6.3396 -0.8480
*
```

Values from the calculation:
Frontier orbital gap ... 9.80 eV
E ... -297050.01098 eV
LUMO ... 0.29 eV
Largest force on an atom ... 0.06662 hartree/bohr

These are the Löwdin partial charges, in e, on atoms 1 to 2: -0.145 -0.159

***

Entry 2:
DFT (the ωB97M-V functional and the def2-TZVPD basis) results for a 4-piece molecular cluster, C32H70Cl2N5O overall at a distorted geometry.

```
! RIJCOSX wB97M-V def2-TZVPD def2/J DEFGRID3
* xyz 0 2
C -4.1906 -0.0358 2.7198
C -4.4947 -0.1299 1.2066
N -3.2866 -0.1932 0.3987
C -2.8025 -1.4764 -0.0893
C -2.2141 -2.2298 1.1200
Cl -0.5675 -1.7991 1.5308
C -2.8288 -3.1006 1.9356
C -4.2391 -3.6155 1.7902
Cl -2.0202 -3.7488 3.3256
C -1.6316 -1.1512 -1.0555
C -2.0289 -0.7515 -2.4987
C -1.5449 -1.8204 -3.4943
C -1.3053 0.5578 -2.8577
N -3.4766 -0.5214 -2.6368
O -3.8393 0.0220 -3.7315
C -4.3842 -1.5817 -2.1492
C -5.6948 -0.8620 -1.7708
C -4.7294 -2.6133 -3.2546
C -3.7925 -2.3106 -0.9183
H -3.1164 0.0827 2.8350
H -4.6474 0.8632 3.1332
H -4.5543 -0.8877 3.2893
H -5.0083 0.7912 0.9297
H -5.1986 -0.9339 0.9893
H -3.2424 0.5186 -0.3107
H -4.4281 -4.3281 2.5898
H -4.9918 -2.8379 1.8761
H -4.3437 -4.1767 0.8664
H -1.0004 -2.0321 -1.1458
H -1.0624 -0.3353 -0.6210
H -1.7499 -1.5137 -4.5156
H -0.4784 -1.9629 -3.3309
H -2.0198 -2.7787 -3.2804
H -1.3957 0.7660 -3.9178
H -1.6831 1.3713 -2.2400
H -0.2553 0.4059 -2.6063
H -6.3489 -1.5105 -1.1930
H -6.2096 -0.5939 -2.6927
H -5.5045 0.0700 -1.2462
H -4.2366 -2.3798 -4.1928
H -4.4086 -3.6095 -2.9523
H -5.8037 -2.6447 -3.4128
H -4.6648 -2.6160 -0.3511
H -3.2610 -3.2132 -1.2247
C 1.8975 0.1471 0.1047
C 3.4165 0.2092 0.0725
N 3.9379 1.5622 0.0276
C 5.3601 1.6204 -0.2584
C 6.3331 1.0241 0.7676
C 3.4622 2.4500 1.0744
C 3.7168 2.0451 2.5336
H 1.4696 0.6755 -0.7494
H 1.5764 -0.8915 0.0596
H 1.4846 0.5764 1.0180
H 3.7631 -0.3076 -0.8268
H 3.8057 -0.3664 0.9288
H 5.6295 2.6649 -0.4378
H 5.5183 1.1111 -1.2143
H 6.4507 1.6653 1.6400
H 7.3199 0.9159 0.3134
H 6.0196 0.0358 1.1051
H 2.3860 2.5815 0.9407
H 3.8884 3.4399 0.8938
H 3.5158 0.9865 2.7059
H 3.0574 2.6131 3.1926
H 4.7390 2.2526 2.8463
C 1.8153 5.4261 -4.0261
C 0.4892 4.7013 -4.1987
N -0.6461 5.4465 -3.6867
C -1.8599 4.6542 -3.6057
C -2.4845 4.1436 -4.9109
C -0.7992 6.7951 -4.2020
C -0.9533 6.9754 -5.7191
H 1.9856 5.6810 -2.9793
H 2.6303 4.7812 -4.3566
H 1.8656 6.3411 -4.6173
H 0.5401 3.7607 -3.6433
H 0.3739 4.4282 -5.2602
H -2.6119 5.2262 -3.0550
H -1.6405 3.7869 -2.9747
H -3.0073 4.9332 -5.4492
H -3.2198 3.3691 -4.6829
H -1.7446 3.7012 -5.5784
H 0.0641 7.3799 -3.8758
H -1.6531 7.2521 -3.6958
H -0.2564 6.3499 -6.2785
H -0.7480 8.0135 -5.9883
H -1.9623 6.7494 -6.0601
C 3.9071 -5.5684 7.0120
C 3.0077 -5.0790 5.8870
N 2.8836 -3.6348 5.8360
C 1.8318 -3.1798 4.9428
C 1.9790 -3.4585 3.4423
C 4.1325 -2.8973 5.7680
C 5.0759 -3.1795 4.5893
H 3.5612 -5.1953 7.9768
H 3.8944 -6.6586 7.0432
H 4.9442 -5.2608 6.8746
H 2.0063 -5.4875 6.0476
H 3.3681 -5.5081 4.9378
H 1.7001 -2.1045 5.0928
H 0.8966 -3.6361 5.2835
H 2.7097 -2.7962 2.9763
H 1.0236 -3.2792 2.9470
H 2.2695 -4.4902 3.2401
H 4.6820 -3.0785 6.6948
H 3.8929 -1.8312 5.7897
H 5.1660 -4.2469 4.3831
H 6.0755 -2.8064 4.8213
H 4.7522 -2.6830 3.6756
*
```

Values from the calculation:
Frontier orbital gap (spin up / spin down) ... 8.51 / 8.22 eV
E ... -68859.18083 eV
LUMO (spin up / spin down) ... 0.53 / 0.24 eV
<S²> ... 0.7540
Largest force on an atom ... 0.02182 hartree/bohr

These are the Löwdin partial charges, in e, on atoms 1 to 2: -0.069 -0.253